Record 1
Entry from the OMol25 dataset: a molecular structure, C16H20BBrCoN7O (ωB97M-V/def2-TZVPD).

XYZ file:
```
47
Properties=species:S:1:pos:R:3:nbo_charge:R:1
Co -1.155 0.358 0.083 1.2974
B -2.214 3.517 1.052 0.1501
N -3.004 2.189 1.317 -0.2662
C -4.168 2.086 1.947 0.0774
C -4.665 0.787 1.806 -0.2915
C -3.725 0.138 1.045 -0.0345
N -2.733 1.013 0.729 -0.3424
N -0.776 3.138 0.501 -0.2643
C 0.183 4.044 0.348 0.0715
C 1.290 3.465 -0.270 -0.2992
C 0.928 2.158 -0.478 -0.0185
N -0.344 1.977 -0.036 -0.2771
H -2.780 4.161 0.221 0.0008
H -2.053 4.055 2.111 -0.0120
H -4.595 2.945 2.440 0.2614
H -5.589 0.395 2.191 0.2732
H -3.703 -0.884 0.693 0.2373
H 0.015 5.059 0.671 0.2624
H 2.218 3.942 -0.531 0.2710
H 1.485 1.342 -0.901 0.2298
N -0.120 -0.754 -1.130 -0.6774
C 0.718 -1.245 -1.780 0.6927
N 1.623 -1.808 -2.486 -0.4245
C 1.973 -1.301 -3.845 -0.2317
C 2.278 -2.492 -4.739 -0.0882
O 3.250 -3.318 -4.138 -0.4888
C 2.757 -3.916 -2.963 -0.0869
C 2.507 -2.856 -1.901 -0.2283
H 2.849 -0.658 -3.747 0.2253
H 1.129 -0.727 -4.225 0.2330
H 2.688 -2.135 -5.682 0.2361
H 1.363 -3.059 -4.945 0.1859
H 3.512 -4.613 -2.604 0.2338
H 1.835 -4.473 -3.170 0.1846
H 3.442 -2.380 -1.604 0.2266
H 2.008 -3.280 -1.031 0.2196
Br 1.206 -1.498 5.813 0.2382
C 0.543 -0.952 4.168 -0.0193
C 0.487 -1.841 3.098 -0.2555
C -0.003 -1.399 1.893 0.0593
N -0.441 -0.137 1.722 -0.4089
C -0.400 0.725 2.756 0.0666
C 0.089 0.352 3.985 -0.2391
H 0.820 -2.863 3.201 0.2702
H -0.069 -2.058 1.039 0.2299
H -0.768 1.727 2.586 0.2473
H 0.110 1.071 4.791 0.2729
```

For the molar mass, the calculation gives 476.03 g/mol. The value obtained for the largest force on an atom is 0.35 eV/Å. As for the LUMO energy (spin up / spin down): -8.6 / -8.6 eV. The net charge is +2.

---

Record 2
Entry from the OMol25 dataset: a single C16H20BrNO molecule (ωB97M-V/def2-TZVPD).

XYZ file:
```
39
Properties=species:S:1:pos:R:3:nbo_charge:R:1
O 0.077 -3.092 0.908 -0.6156
C 0.385 -2.206 0.135 0.6348
C 1.749 -1.619 0.125 -0.2437
C 2.014 -0.329 -0.091 -0.2017
C 3.324 0.304 -0.034 0.0268
C 3.406 1.699 -0.014 -0.2186
C 4.630 2.339 0.043 -0.1911
C 5.803 1.606 0.072 -0.2414
C 5.722 0.223 0.041 -0.0491
Br 7.331 -0.803 0.062 0.0522
C 4.509 -0.433 -0.010 -0.2545
N -0.469 -1.691 -0.781 -0.6139
C -1.856 -2.080 -0.857 -0.2204
C -2.814 -0.985 -0.364 -0.2188
C -2.524 -0.605 1.088 -0.4032
C -3.525 0.436 1.580 -0.3931
C -3.487 1.677 0.693 -0.3953
C -3.768 1.303 -0.760 -0.3923
C -2.761 0.264 -1.246 -0.4017
H 2.521 -2.314 0.423 0.2197
H 1.200 0.357 -0.296 0.1992
H 2.498 2.283 -0.036 0.2125
H 4.675 3.417 0.064 0.2205
H 6.764 2.096 0.113 0.2307
H 4.484 -1.510 -0.043 0.2271
H -0.147 -0.976 -1.411 0.3956
H -1.957 -2.967 -0.226 0.2378
H -2.099 -2.346 -1.891 0.1924
H -3.826 -1.401 -0.420 0.2015
H -1.512 -0.200 1.164 0.1955
H -2.568 -1.496 1.717 0.2197
H -3.297 0.709 2.612 0.2084
H -4.530 0.009 1.562 0.1926
H -4.225 2.404 1.038 0.2079
H -2.501 2.143 0.763 0.1899
H -3.718 2.192 -1.391 0.2057
H -4.777 0.893 -0.839 0.1947
H -1.759 0.701 -1.208 0.1837
H -2.974 -0.003 -2.284 0.2055
```

For the molar mass, the calculation gives 322.25 g/mol. Its SMILES is O=C(/C=C/c1cccc(Br)c1)NCC1CCCCC1. The energy relative to the best compared isomer or geometry (same formula, charge and spin) is 0.0 kcal/mol. The value obtained for the largest force on an atom is 0.62 eV/Å. As for the LUMO energy: 0.0 eV. The net charge is 0.

---

Record 3
Entry from the OMol25 dataset: a molecular structure, C16H20Cl2N3OTl in a non-equilibrium geometry (ωB97M-V/def2-TZVPD).

XYZ file:
```
43
Properties=species:S:1:pos:R:3:nbo_charge:R:1
Tl -0.096 -1.531 -0.642 0.9138
C -1.539 -3.845 0.707 -0.0297
C -0.822 -4.034 1.849 -0.3581
C -1.201 -3.028 2.775 0.1851
C -2.158 -2.156 2.165 -0.3443
C -2.409 -2.626 0.916 -0.0851
H -1.605 -4.493 -0.147 0.2617
H -0.130 -4.827 2.053 0.2744
H -0.892 -2.983 3.806 0.2550
H -2.626 -1.327 2.658 0.2695
H -3.184 -2.321 0.236 0.2594
Cl 2.821 -1.600 -1.458 0.0164
C 2.606 -1.646 -3.214 -0.3836
Cl 0.890 -1.868 -3.594 0.0245
H 3.173 -2.486 -3.621 0.2622
H 2.939 -0.694 -3.629 0.2562
N 4.272 2.966 4.021 -0.1706
C 3.631 2.179 3.499 0.2124
C 2.808 1.231 2.828 -0.0711
C 1.505 1.578 2.467 -0.1869
C 0.740 0.642 1.796 0.0516
N 1.217 -0.547 1.451 -0.5165
C 2.445 -0.891 1.807 0.0500
C 3.283 -0.041 2.512 -0.1903
H 1.095 2.546 2.708 0.2559
H -0.283 0.857 1.523 0.2088
H 2.781 -1.881 1.532 0.2125
H 4.275 -0.356 2.797 0.2632
C -2.209 0.560 -2.675 -0.3997
N -1.799 1.868 -2.205 -0.3866
C -2.614 3.017 -2.535 -0.4181
C -0.711 1.951 -1.438 0.7177
C -0.256 3.305 -0.979 -0.7120
O -0.072 0.933 -1.103 -0.7654
H -3.103 0.647 -3.283 0.2383
H -2.427 -0.099 -1.827 0.1807
H -1.419 0.104 -3.276 0.2160
H -3.453 2.704 -3.149 0.2329
H -2.054 3.765 -3.097 0.2253
H -3.008 3.491 -1.635 0.2177
H -0.157 3.975 -1.829 0.2565
H 0.711 3.212 -0.491 0.2496
H -0.965 3.746 -0.280 0.2508
```

For the molar mass, the calculation gives 545.65 g/mol. The energy relative to the best compared isomer or geometry (same formula, charge and spin) is 44.8 kcal/mol. The value obtained for the largest force on an atom is 1.18 eV/Å. As for the LUMO energy (spin up / spin down): -10.1 / -10.1 eV. The net charge is +2.

---

Record 4
Entry from the OMol25 dataset: a molecular structure, C16H20Cl3FOOs in a non-equilibrium geometry (ωB97M-V/def2-TZVPD).

XYZ file:
```
42
Properties=species:S:1:pos:R:3:mulliken_spin:R:1
C -0.569 -1.996 -0.605 -0.7301
C 0.807 -2.352 -0.454 -0.1071
C 1.608 -1.343 -1.110 -0.4016
C 1.316 -3.663 0.090 -0.9288
C 0.709 -0.382 -1.698 -0.6369
C -0.651 -0.795 -1.413 -0.5169
C -1.848 -0.231 -2.007 1.0879
C -1.719 -2.865 -0.195 -0.2576
C 3.106 -1.387 -1.258 -0.2238
C 1.081 0.736 -2.608 -0.2297
Os 0.449 -0.445 0.360 5.0990
Cl 1.810 -1.216 2.208 -0.1341
Cl -1.361 -0.523 1.940 0.0871
Cl 2.035 1.357 0.422 0.1038
H 0.642 -4.028 0.872 -0.0100
H 2.316 -3.548 0.519 -0.0025
H 1.354 -4.411 -0.714 0.3263
H 3.586 -1.587 -0.290 -0.0509
H 3.464 -0.427 -1.643 0.0729
H 3.392 -2.188 -1.956 0.1800
H 2.007 1.213 -2.272 -0.0866
H 0.280 1.474 -2.608 -0.0793
H 1.220 0.350 -3.621 0.3197
H -1.655 0.601 -2.672 0.0152
H -2.583 0.470 -0.980 -0.0163
H -2.578 -0.978 -2.333 0.0976
H -1.557 -3.260 0.811 -0.0207
H -1.818 -3.713 -0.882 0.3253
H -2.637 -2.284 -0.211 -0.1128
O -2.912 1.334 -0.496 0.1344
H -3.437 1.037 0.284 -0.0144
F -0.986 5.460 3.156 -0.0109
C -0.755 4.199 2.658 -0.0896
C -1.184 3.919 1.355 0.1222
C -0.873 2.655 0.837 -0.0990
C -0.182 1.780 1.614 0.7612
C 0.207 2.012 2.902 -0.1254
C -0.090 3.267 3.464 0.0793
H -1.723 4.650 0.759 0.0137
H -1.213 2.352 -0.148 0.0393
H 0.740 1.235 3.441 0.0039
H 0.200 3.521 4.484 0.0162
```

For the molar mass, the calculation gives 543.92 g/mol. The multiplicity is 5. Its expectation value of S² is 6.03. The value obtained for the largest force on an atom is 2.99 eV/Å. As for the LUMO energy (spin up / spin down): 4.3 / 3.6 eV. The net charge is -2.

---

Record 5
Entry from the OMol25 dataset: a molecular structure, C16H20Cl5FeN2P2 in a non-equilibrium geometry (ωB97M-V/def2-TZVPD).

XYZ file:
```
46
Properties=species:S:1:pos:R:3:mulliken_spin:R:1
Fe 0.098 -0.133 -0.391 3.8163
C -3.698 -1.054 0.189 0.0123
P -1.979 -1.502 -0.208 0.0898
C -2.156 -2.218 -1.882 0.0018
C -1.622 -2.957 0.835 -0.0264
C -2.625 -3.878 1.138 0.0016
C -2.363 -4.969 1.948 -0.0002
C -1.091 -5.155 2.475 0.0005
C -0.082 -4.259 2.168 -0.0036
C -0.330 -3.160 1.346 0.0064
P 1.021 -2.036 0.864 0.0089
C 1.957 -1.724 2.390 0.0025
C 2.134 -3.133 -0.083 0.0076
H -4.360 -1.905 0.043 0.0034
H -4.007 -0.258 -0.485 0.0020
H -3.773 -0.708 1.219 -0.0004
H -2.866 -3.045 -1.880 -0.0002
H -1.194 -2.586 -2.242 0.0005
H -2.508 -1.436 -2.555 0.0032
H -3.624 -3.754 0.742 0.0001
H -3.153 -5.672 2.175 0.0000
H -0.888 -5.999 3.120 -0.0001
H 0.910 -4.421 2.574 0.0007
H 2.412 -2.640 2.765 -0.0004
H 1.294 -1.304 3.147 -0.0008
H 2.740 -0.995 2.178 0.0009
H 2.306 -4.069 0.450 -0.0010
H 3.088 -2.628 -0.241 0.0024
H 1.699 -3.356 -1.057 -0.0003
Cl 2.161 0.065 -1.787 0.0320
C 2.473 1.143 -0.398 -0.1388
C 1.412 1.251 0.474 0.2409
C 1.587 2.120 1.529 -0.0964
Cl 0.268 2.327 2.648 0.0047
C 2.777 2.825 1.717 -0.0110
Cl 2.955 3.899 3.041 0.0016
C 3.835 2.651 0.815 0.0087
Cl 5.313 3.487 1.041 0.0018
C 3.686 1.796 -0.278 -0.0157
Cl 4.942 1.560 -1.422 0.0015
N -2.303 1.470 -1.576 0.0075
N -0.888 1.706 -1.406 0.0407
H -2.704 2.186 -2.179 0.0011
H -2.726 1.591 -0.661 0.0033
H -0.713 2.576 -0.908 -0.0055
H -0.487 1.809 -2.333 -0.0035
```

For the molar mass, the calculation gives 535.41 g/mol. The multiplicity is 5. Its expectation value of S² is 6.01. The energy relative to the best compared isomer or geometry (same formula, charge and spin) is 7.0 kcal/mol. The value obtained for the largest force on an atom is 1.34 eV/Å. As for the LUMO energy (spin up / spin down): -2.5 / -3.4 eV. The net charge is +1.

---

Record 6
Entry from the OMol25 dataset: a molecular structure, C16H20Cl5O5Sm (ωB97M-V/def2-TZVPD).

XYZ file:
```
47
Properties=species:S:1:pos:R:3:mulliken_spin:R:1
Sm 0.056 0.677 -0.487 5.0583
C -1.919 -1.079 1.743 0.0030
C -2.358 0.356 1.818 0.0011
O -1.229 1.237 1.619 -0.0033
C -0.536 1.719 2.791 -0.0006
C 0.804 1.045 2.907 0.0010
O 1.441 1.153 1.620 -0.0037
C 2.822 1.541 1.615 -0.0007
C 3.160 1.900 0.185 0.0012
O 2.561 0.983 -0.749 -0.0016
C 3.255 -0.260 -0.984 0.0013
C 2.793 -1.348 -0.047 0.0009
O 1.360 -1.397 -0.105 -0.0093
C 0.778 -2.525 0.573 0.0014
C -0.684 -2.536 0.225 0.0023
O -1.246 -1.233 0.481 -0.0086
H -2.792 -1.732 1.770 -0.0003
H -1.243 -1.352 2.558 -0.0006
H -2.846 0.567 2.768 -0.0001
H -3.051 0.578 1.009 -0.0030
H -1.138 1.544 3.682 0.0001
H -0.411 2.792 2.660 -0.0005
H 0.712 -0.012 3.158 -0.0005
H 1.404 1.533 3.675 0.0000
H 3.434 0.725 2.003 -0.0005
H 2.972 2.418 2.247 -0.0001
H 4.238 1.937 0.039 -0.0004
H 2.749 2.877 -0.065 -0.0008
H 4.332 -0.117 -0.891 -0.0002
H 3.030 -0.530 -2.013 -0.0018
H 3.103 -1.180 0.986 0.0000
H 3.206 -2.301 -0.384 -0.0005
H 0.951 -2.424 1.648 -0.0005
H 1.247 -3.447 0.225 -0.0005
H -1.211 -3.300 0.796 -0.0001
H -0.824 -2.729 -0.836 -0.0004
Cl 0.343 -0.923 -3.084 -0.0027
C -1.254 -0.173 -3.242 0.0069
C -1.550 0.724 -2.247 -0.0425
C -2.798 1.308 -2.309 0.0079
Cl -3.207 2.425 -1.030 -0.0010
C -3.708 1.035 -3.322 -0.0001
Cl -5.238 1.794 -3.348 -0.0006
C -3.347 0.121 -4.322 0.0005
Cl -4.437 -0.241 -5.579 0.0000
C -2.096 -0.507 -4.285 -0.0002
Cl -1.626 -1.643 -5.473 -0.0005
```

For the molar mass, the calculation gives 619.96 g/mol. The multiplicity is 6. Its expectation value of S² is 8.77. The energy relative to the best compared isomer or geometry (same formula, charge and spin) is 6.9 kcal/mol. The value obtained for the largest force on an atom is 0.87 eV/Å. As for the LUMO energy (spin up / spin down): -8.0 / -6.0 eV. The net charge is +2.

---

Record 7
Entry from the OMol25 dataset: 5 unconnected molecules or ions with the total composition C16H20ClN4 in a non-equilibrium geometry (ωB97M-V/def2-TZVPD).

XYZ file:
```
41
Properties=species:S:1:pos:R:3:nbo_charge:R:1
Cl 1.027 -0.692 -0.472 -0.9332
N -0.992 -0.560 3.680 -0.5217
C -1.639 -1.587 4.334 -0.0972
C -2.393 -2.276 3.440 -0.3212
C -2.160 -1.713 2.171 -0.3058
C -1.320 -0.654 2.341 -0.0441
H -0.378 0.126 4.078 0.4217
H -1.572 -1.693 5.408 0.1892
H -3.046 -3.111 3.639 0.2049
H -2.643 -2.017 1.256 0.2195
H -0.851 0.059 1.684 0.2394
N -1.579 0.981 -1.506 -0.5079
C -2.003 0.758 -2.780 -0.0725
C -3.114 1.571 -3.016 -0.3397
C -3.443 2.127 -1.760 -0.3226
C -2.461 1.778 -0.860 -0.0837
H -0.715 0.589 -1.121 0.4673
H -1.402 0.225 -3.499 0.2042
H -3.665 1.683 -3.934 0.2022
H -4.299 2.778 -1.638 0.1986
H -2.353 1.988 0.191 0.2061
N 3.499 -1.555 -5.328 -0.5168
C 4.037 -2.634 -4.670 -0.1074
C 3.134 -2.974 -3.675 -0.2940
C 2.097 -2.032 -3.679 -0.2751
C 2.349 -1.154 -4.693 -0.0865
H 3.909 -1.233 -6.183 0.3992
H 4.866 -3.197 -5.064 0.1941
H 3.213 -3.857 -3.058 0.2127
H 1.253 -2.112 -3.014 0.2610
H 1.734 -0.329 -5.011 0.2082
N 2.006 1.374 3.299 -0.5165
C 1.382 1.954 4.389 -0.1073
C 0.298 2.653 3.964 -0.3266
C 0.298 2.554 2.545 -0.3177
C 1.349 1.785 2.152 -0.0505
H 2.833 0.815 3.344 0.4143
H 1.821 1.759 5.357 0.1998
H -0.344 3.271 4.568 0.2180
H -0.436 3.068 1.943 0.2211
H 1.701 1.483 1.178 0.2665
```

For the molar mass, the calculation gives 303.82 g/mol. The energy relative to the best compared isomer or geometry (same formula, charge and spin) is 23.8 kcal/mol. The value obtained for the largest force on an atom is 1.55 eV/Å. As for the LUMO energy: 3.1 eV. The net charge is -1.

---

Record 8
Entry from the OMol25 dataset: a molecular structure, C16H20CoI3N4O2 (ωB97M-V/def2-TZVPD).

XYZ file:
```
46
Properties=species:S:1:pos:R:3:mulliken_spin:R:1
Co 0.215 -0.207 -0.316 0.9895
C -2.018 3.419 -1.993 0.0019
C -2.556 2.875 -0.702 -0.0007
N -3.517 3.517 -0.083 -0.0075
C -4.002 3.038 1.087 0.0135
C -3.529 1.909 1.687 -0.0050
C -4.109 1.463 3.000 0.0007
O -3.065 1.385 3.983 -0.0002
C -2.466 1.218 1.057 -0.0007
C -1.899 0.070 1.691 0.0022
N -0.772 -0.497 1.401 0.0004
C -0.345 -1.543 2.275 0.0203
C -0.538 -1.458 3.653 -0.0027
C -0.111 -2.475 4.494 0.0002
C 0.534 -3.592 3.981 -0.0012
C 0.759 -3.686 2.615 -0.0027
C 0.322 -2.659 1.798 -0.0127
I 0.636 -2.800 -0.271 0.0280
C -1.984 1.677 -0.169 -0.0240
O -1.067 1.054 -0.864 -0.0163
H -2.590 4.297 -2.283 0.0000
H -2.075 2.666 -2.782 -0.0002
H -0.965 3.694 -1.882 -0.0002
H -4.803 3.612 1.542 0.0005
H -4.599 0.490 2.892 -0.0004
H -4.870 2.183 3.298 0.0000
H -3.463 1.369 4.859 0.0000
H -2.465 -0.347 2.518 0.0006
H -1.005 -0.570 4.066 0.0001
H -0.272 -2.385 5.561 0.0001
H 0.875 -4.383 4.637 0.0000
H 1.269 -4.544 2.197 -0.0012
N 0.963 0.025 -2.240 -0.0199
C 2.412 0.318 -2.188 0.0031
C 2.659 1.290 -1.059 -0.0054
N 2.072 0.727 0.172 0.0455
H 0.776 -0.737 -2.880 0.0018
H 0.440 0.830 -2.578 -0.0011
H 2.784 0.735 -3.123 -0.0007
H 2.943 -0.616 -2.000 -0.0008
H 2.154 2.232 -1.270 0.0006
H 3.725 1.490 -0.955 0.0014
H 1.963 1.452 0.868 -0.0057
H 2.699 0.039 0.578 -0.0005
I 0.326 2.992 2.629 -0.0005
I -1.553 4.495 3.886 0.0001
```

For the molar mass, the calculation gives 740.01 g/mol. The multiplicity is 2. Its expectation value of S² is 0.95. The value obtained for the largest force on an atom is 0.86 eV/Å. As for the LUMO energy (spin up / spin down): -4.3 / -4.3 eV. The net charge is +1.

---

Q: Which of these has the lowest net charge?
A: C16H20Cl3FOOs